# 1
Formula: C3H9N2
Source: the Open Molecules 2025 dataset
Level of theory: the ωB97M-V functional and the def2-TZVPD basis

Calculated values
total charge = +1
structure (SMILES) = C/C([NH3+])=C\N
F_max = 1.3 eV/A
spin multiplicity = 1
HOMO energy = -13.2 eV
energy above the lowest of the compared OMol25 structures with the same formula, charge and spin = 33.16 kcal per mole
orbital gap = 9.61 eV
lowest unoccupied orbital energy = -3.63 eV

Each line ends with the Mulliken charge.
Positions of all 14 atoms, in Å:
1 C 1.008 -0.374 -1.025  -1.144
2 C 0.003 -0.211 0.078  0.278
3 N -0.230 -1.449 0.908  -0.303
4 C -0.804 0.810 0.366  -0.183
5 N -0.565 2.104 -0.042  -0.445
6 H 1.405 -1.385 -1.017  0.394
7 H 0.625 -0.158 -2.012  0.275
8 H 1.851 0.299 -0.838  0.288
9 H -0.022 -1.414 1.910  0.356
10 H -1.213 -1.723 0.847  0.379
11 H 0.346 -2.186 0.493  0.377
12 H -1.696 0.628 0.982  0.282
13 H 0.391 2.413 0.046  0.236
14 H -1.100 2.646 -0.697  0.211


# 2
Formula: C3H9N2
Source: the Open Molecules 2025 dataset
Level of theory: the ωB97M-V functional and the def2-TZVPD basis

Calculated values
total charge = +1
F_max = 5.4 eV/A
spin multiplicity = 1
HOMO energy = -13.7 eV
energy above the lowest of the compared OMol25 structures with the same formula, charge and spin = 66.18 kcal per mole
orbital gap = 9.39 eV
lowest unoccupied orbital energy = -4.27 eV

Each line ends with the Mulliken charge.
Positions of all 14 atoms, in Å:
1 C -0.657 -0.518 -0.804  -0.832
2 C -0.619 0.845 -1.142  0.233
3 C 0.689 -0.209 2.223  -0.140
4 N 0.272 -1.149 1.553  -0.366
5 N 0.269 1.422 -1.898  -0.279
6 H -0.367 -0.852 0.202  0.194
7 H 0.023 -1.196 -1.391  0.305
8 H -1.681 -0.887 -0.894  0.323
9 H -1.357 1.346 -0.673  0.436
10 H 0.951 -0.146 3.358  0.270
11 H 0.577 0.751 1.592  0.110
12 H 0.305 -2.214 1.824  0.226
13 H 0.855 0.883 -2.526  0.268
14 H 0.344 2.415 -1.911  0.253


# 3
Formula: C3H9N2
Source: the Open Molecules 2025 dataset
Level of theory: the ωB97M-V functional and the def2-TZVPD basis

Calculated values
total charge = +2
F_max = 1.3 eV/A
spin multiplicity = 2
HOMO energy (alpha / beta) = -21.9 / -22.3 eV
energy above the lowest of the compared OMol25 structures with the same formula, charge and spin = 40.15 kcal per mole
orbital gap (alpha / beta) = 11.88 / 7.47 eV
lowest unoccupied orbital energy (alpha / beta) = -10.01 / -14.81 eV

Each line ends with the Mulliken charge.
Positions of all 14 atoms, in Å:
1 C -0.647 -0.297 1.720  -1.230
2 C -0.506 0.854 0.750  -0.169
3 N 0.192 0.653 -0.466  -0.032
4 C 0.376 -0.562 -1.034  0.210
5 N 0.982 -0.703 -2.154  -0.116
6 H -1.285 -1.111 1.350  0.447
7 H 0.353 -0.630 2.033  0.421
8 H -1.119 0.104 2.612  0.357
9 H -1.471 1.412 0.529  0.376
10 H -0.029 1.740 1.246  0.390
11 H 0.628 1.508 -0.826  0.351
12 H -0.098 -1.426 -0.588  0.366
13 H 1.465 0.080 -2.602  0.298
14 H 1.158 -1.621 -2.573  0.331